Computed, not measured: the ion C3H5N2O with charge +1 in a non-equilibrium geometry, with ωB97M-V/def2-TZVPD.

Properties
E_HOMO, eV: -15.07
Net charge: +1
Structure (SMILES): C=[NH+]/C=N\C=O
Total energy, eV: -8209.87489
Lowest unoccupied orbital energy, eV: -6.04
Orbital gap, hartree: 0.3319
Spin multiplicity: 1
ΔE to the lowest compared entry with this formula, charge and spin, kcal/mol: 76.5
Max |F|, hartree/bohr: 0.1207

Bonds (Å) are listed after each position.
Geometry (Å):
1 C -1.097 -0.989 0.486  N2 1.327, H7 1.117, H8 1.112
2 N -0.788 0.289 0.663  C1 1.327, C3 1.388, H9 1.076
3 C -0.379 1.120 -0.370  N2 1.388, N4 1.208, H10 1.122
4 N 0.737 1.047 -0.827  C3 1.208, C5 1.405
5 C 1.680 0.037 -0.571  N4 1.405, O6 1.181, H11 1.233
6 O 1.285 -1.062 -0.752  C5 1.181
7 H -1.260 -1.681 1.348  C1 1.117
8 H -1.294 -1.374 -0.539  C1 1.112
9 H -0.536 0.519 1.683  N2 1.076
10 H -1.170 1.730 -0.881  C3 1.122
11 H 2.822 0.363 -0.241  C5 1.233

***

Computed, not measured: the ion C3H5N2O with charge +1 in a non-equilibrium geometry, with ωB97M-V/def2-TZVPD.

Properties
E_HOMO (spin up / spin down), eV: -16.22 / -16.22
Net charge: +1
Total energy, eV: -8208.05500
Lowest unoccupied orbital energy (spin up / spin down), eV: -8.13 / -8.13
Orbital gap (spin up / spin down), hartree: 0.2972 / 0.2972
Spin multiplicity: 1
ΔE to the lowest compared entry with this formula, charge and spin, kcal/mol: 118.5
Max |F|, hartree/bohr: 0.0765

Bonds (Å) are listed after each position.
Geometry (Å):
1 C -1.092 0.430 0.034  N4 1.299, N5 1.281, H7 1.011
2 C -1.030 -1.707 -0.187  N4 1.357, O6 1.223, H8 1.137
3 C 1.452 1.039 0.017  N5 1.420, H9 1.122, H10 1.065, H11 1.058
4 N -1.842 -0.627 -0.055  C1 1.299, C2 1.357
5 N 0.184 0.408 -0.086  C1 1.281, C3 1.420
6 O 0.183 -1.554 -0.223  C2 1.223
7 H -1.634 1.152 0.489  C1 1.011
8 H -1.611 -2.683 -0.129  C2 1.137
9 H 1.486 2.016 -0.535  C3 1.122
10 H 1.691 1.104 1.053  C3 1.065
11 H 2.214 0.421 -0.378  C3 1.058

***

Computed, not measured: a cluster of 2 separate species, C3H5N2O2 in total in a non-equilibrium geometry, with ωB97M-V/def2-TZVPD.

Properties
E_HOMO, eV: -14.70
Net charge: +1
Total energy, eV: -10257.49939
Lowest unoccupied orbital energy, eV: -5.15
Orbital gap, hartree: 0.3510
Spin multiplicity: 1
ΔE to the lowest compared entry with this formula, charge and spin, kcal/mol: 50.2
Max |F|, hartree/bohr: 0.1012

Bonds (Å) are listed after each position.
Geometry (Å):
1 C 1.363 0.604 0.178  N4 1.288, N5 1.328, H8 1.080
2 C -0.919 0.688 0.011  C3 1.542, N4 1.495, O6 1.176
3 C -0.384 -0.744 -0.191  C2 1.542, N5 1.410, O7 1.344
4 N 0.348 1.345 0.457  C1 1.288, C2 1.495, H10 1.002
5 N 1.012 -0.663 -0.006  C1 1.328, C3 1.410, H11 1.012
6 O -1.978 1.182 -0.117  C2 1.176
7 O -0.844 -1.703 -1.013  C3 1.344, H12 0.899
8 H 2.419 0.819 0.253  C1 1.080
9 H -0.870 -0.797 1.383  no bonds
10 H 0.055 2.249 0.776  N4 1.002
11 H 1.518 -1.363 -0.533  N5 1.012
12 H -1.720 -1.617 -1.199  O7 0.899

***

Computed, not measured: the ion C3H5N2O2S with charge +1 in a non-equilibrium geometry, with ωB97M-V/def2-TZVPD.

Properties
E_HOMO, eV: -15.97
Net charge: +1
Total energy, eV: -21091.08812
Lowest unoccupied orbital energy, eV: -6.69
Orbital gap, hartree: 0.3412
Spin multiplicity: 1
ΔE to the lowest compared entry with this formula, charge and spin, kcal/mol: 53.1
Max |F|, hartree/bohr: 0.1151

Bonds (Å) are listed after each position.
Geometry (Å):
1 C 0.615 -0.125 0.170  C3 1.484, N4 1.367, N5 1.441
2 C -1.712 0.511 0.249  N5 1.278, H9 1.093, H10 1.018
3 C 1.064 1.279 0.336  C1 1.484, H11 1.099, H12 1.081, H13 1.078
4 N 1.339 -1.285 0.168  C1 1.367, S8 1.640
5 N -0.803 -0.382 0.144  C1 1.441, C2 1.278, O7 1.297
6 O 0.601 -2.505 -1.905  S8 1.420
7 O -1.056 -1.650 0.044  N5 1.297, S8 1.960
8 S 0.584 -2.585 -0.488  N4 1.640, O6 1.420, O7 1.960
9 H -2.758 0.271 0.041  C2 1.093
10 H -1.394 1.478 0.243  C2 1.018
11 H 0.621 1.920 -0.438  C3 1.099
12 H 2.138 1.263 0.214  C3 1.081
13 H 0.761 1.810 1.223  C3 1.078

***

- Which value of ΔE to the lowest compared entry with this formula, charge and spin does entry 4 give?
  53.1 kcal/mol